# 1
C11H20CaN3P2 | the ωB97M-V functional and the def2-TZVPD basis

Atoms and positions in Å:
C: -3.36 0.95 -0.97
C: -3.96 0.53 -2.13
C: -3.19 0.95 -3.19
C: -2.16 1.85 -2.76
C: -2.16 1.80 -1.33
Ca: -1.61 -0.37 -2.10
P: -2.25 -1.73 0.23
H: -3.77 0.87 0.08
H: -4.87 -0.04 -2.35
H: -3.37 0.81 -4.22
H: -1.57 2.23 -0.51
H: -1.58 2.51 -3.45
H: -1.58 -3.01 0.45
H: -3.62 -2.18 0.23
H: -2.14 -1.10 1.53
C: 2.60 0.84 2.03
N: 1.39 0.06 2.40
C: 1.66 -1.39 2.16
N: 2.16 -1.72 0.76
C: 3.32 -0.83 0.45
N: 3.10 0.65 0.61
C: 2.18 1.19 -0.38
P: 0.50 0.32 -0.27
C: 0.28 0.55 1.59
C: 1.15 -1.51 -0.25
H: 3.45 0.50 2.63
H: 2.39 1.90 2.18
H: 0.75 -1.97 2.35
H: 2.49 -1.68 2.83
H: 3.64 -1.03 -0.58
H: 4.11 -1.05 1.17
H: 1.97 2.26 -0.20
H: 2.56 1.01 -1.41
H: -0.64 0.07 1.93
H: 0.22 1.63 1.77
H: 1.60 -1.69 -1.23
H: 0.31 -2.19 -0.08

Values from the calculation:
Lowest unoccupied orbital energy   0.107 hartree
HOMO   0.06 eV
Charge   -1
2S+1   1
E   -53213.6380 eV

# 2
C5H8N2 | the ωB97M-V functional and the def2-TZVPD basis

Atoms and positions in Å:
C: 0.75 0.76 1.24
C: -0.51 1.47 0.83
C: 1.02 -0.46 0.80
C: -1.21 1.62 -0.30
C: -1.84 1.99 -1.34
N: 0.44 -1.15 -0.23
N: 1.10 -2.28 -0.73
H: 1.43 1.09 2.11
H: -0.95 1.97 1.75
H: 1.94 -0.97 1.19
H: 0.19 -0.49 -1.01
H: -2.59 1.14 -1.52
H: -1.77 2.93 -1.93
H: 1.64 -2.54 0.13
H: 1.85 -2.10 -1.47

Values from the calculation:
Lowest unoccupied orbital energy   0.036 hartree
ΔE to the lowest compared entry with this formula, charge and spin   105.6 kcal per mole
HOMO   -7.74 eV
2S+1   1
E   -8290.4160 eV
SMILES   C=C=C/C=C\NN

# 3
C4H4O2 | the ωB97M-V functional and the def2-TZVPD basis

Atoms and positions in Å:
O: 0.77 0.64 2.26
C: 0.40 1.37 1.38
O: 0.32 1.07 0.08
C: 0.58 -0.29 -0.29
C: -0.58 -0.84 -0.99
C: -1.51 -1.35 -1.55
H: 0.08 2.41 1.51
H: 1.46 -0.29 -0.94
H: 0.81 -0.88 0.60
H: -2.32 -1.83 -2.06

Values from the calculation:
Lowest unoccupied orbital energy   0.033 hartree
ΔE to the lowest compared entry with this formula, charge and spin   35.1 kcal per mole
HOMO   -10.45 eV
2S+1   1
E   -8305.5539 eV
SMILES   C#CCOC=O

# 4
C4H5HgMgO2 | the ωB97M-V functional and the def2-TZVPD basis

Atoms and positions in Å:
C: -1.37 0.44 -0.65
C: -0.69 -0.84 -0.30
C: 0.56 -1.10 0.22
C: 1.60 -0.14 0.37
O: 2.79 -0.36 0.06
O: -2.17 0.92 0.32
Hg: -3.69 1.90 1.78
Mg: 4.50 0.93 -0.18
H: -0.34 0.77 -1.15
H: -1.90 0.35 -1.63
H: -1.44 -1.61 -0.07
H: 0.82 -2.13 0.48
H: 1.32 0.87 0.74

Values from the calculation:
Lowest unoccupied orbital energy (spin up / spin down)   -0.052 / -0.108 hartree
<S²>   0.75
HOMO (spin up / spin down)   -6.37 / -6.37 eV
2S+1   2
E   -17938.0308 eV